Formula: C47H57CsGeN7
Source: the OMol25 dataset
Level of theory: wB97M-V/def2-TZVPD

Element x y z (Å)
Cs1 -1.55438 1.43812 0.59567
C1 3.61755 -2.56088 2.77418
N1 3.68653 -1.46793 1.82867
C2 4.60585 -0.42494 2.19847
C3 2.58300 -1.16412 1.03100
N2 2.02791 -0.01217 0.91141
C4 2.07707 0.97461 1.86624
C5 1.88411 0.65840 3.20521
C6 1.89625 1.63347 4.19931
C7 2.09642 2.94604 3.87024
C8 2.23756 3.33131 2.52077
C9 2.38540 4.69518 2.18663
C10 2.46601 5.08752 0.87954
C11 2.43965 4.13610 -0.13707
C12 2.34697 2.77831 0.13925
N3 2.28016 1.88485 -0.90385
C13 3.09379 1.86983 -1.88817
N4 2.74050 1.26324 -3.07622
C14 1.35665 0.87659 -3.23969
C15 3.68198 0.33550 -3.66892
N5 4.38648 2.38792 -1.90852
C16 4.77635 3.21400 -3.02875
C17 5.11342 2.66493 -0.69548
C18 2.21382 2.34678 1.49289
N6 2.15949 -2.21075 0.26813
C19 3.04815 -3.25211 -0.18467
C20 0.93982 -2.10794 -0.48905
H1 3.47902 -2.17975 3.79559
H2 4.54903 -3.13765 2.75195
H3 2.78429 -3.21723 2.53256
H4 5.61192 -0.84912 2.23379
H5 4.38200 0.02578 3.17155
H6 4.57933 0.35455 1.44176
H7 1.72392 -0.37296 3.47822
H8 1.76213 1.33897 5.23078
H9 2.14888 3.70374 4.63933
H10 2.43296 5.42519 2.98217
H11 2.56724 6.13360 0.62429
H12 2.49721 4.45277 -1.17004
H13 0.71174 1.64758 -2.82403
H14 1.13032 -0.07104 -2.74033
H15 1.14074 0.76852 -4.30371
H16 4.69784 0.61883 -3.40943
H17 3.57677 0.34379 -4.75498
H18 3.50424 -0.68356 -3.30580
H19 4.10341 3.03322 -3.86331
H20 5.80145 2.98523 -3.33437
H21 4.72594 4.27857 -2.76051
H22 4.75928 2.02551 0.10832
H23 5.02217 3.70782 -0.36835
H24 6.17217 2.45193 -0.86970
H25 3.98855 -3.21787 0.35530
H26 3.25816 -3.13131 -1.25402
H27 2.57662 -4.22531 -0.03403
H28 0.40373 -1.21861 -0.16903
H29 0.31884 -2.99003 -0.31754
H30 1.14455 -2.04050 -1.56103
C21 -1.36175 2.68026 -4.72917
N7 -1.45941 2.97311 -3.31183
C22 -0.79766 4.23036 -3.02174
C23 -2.86019 3.02066 -2.89013
C24 -3.52600 1.67083 -2.95568
C25 -4.24586 1.33576 -4.10287
C26 -4.89562 0.12164 -4.20151
C27 -4.84743 -0.76835 -3.14509
C28 -4.12964 -0.43996 -2.00241
C29 -3.46711 0.76666 -1.90808
H31 -1.83430 3.45785 -5.35216
H32 -1.84861 1.72927 -4.93148
H33 -0.31139 2.60132 -5.00147
H34 -1.29520 5.09237 -3.50007
H35 0.22784 4.17949 -3.38585
H36 -0.77663 4.39318 -1.94375
H37 -3.42713 3.73642 -3.51711
H38 -2.88311 3.39140 -1.85938
H39 -4.30229 2.04401 -4.91951
H40 -5.44279 -0.12491 -5.09886
H41 -5.37087 -1.71208 -3.19879
H42 -4.12656 -1.13625 -1.17527
C30 -1.39461 -5.94502 -0.47298
C31 -1.18414 -5.69740 0.87221
C32 -1.55599 -4.48270 1.42445
C33 -2.12353 -3.47772 0.64883
C34 -2.34794 -3.75571 -0.69646
C35 -2.00074 -4.97400 -1.25288
Ge1 -2.48427 -1.60604 1.32882
C36 -4.49526 -1.53818 1.44967
C37 -5.09033 -0.35851 1.87917
C38 -6.45862 -0.17485 1.84075
C39 -7.27161 -1.18182 1.34735
C40 -6.70190 -2.37002 0.92370
C41 -5.32839 -2.54221 0.97558
C42 -1.90430 -1.78761 3.24637
C43 -0.57538 -2.10642 3.50955
C44 -0.09202 -2.17073 4.80242
C45 -0.92620 -1.87657 5.86803
C46 -2.24365 -1.52752 5.62602
C47 -2.72560 -1.49683 4.32829
H43 -1.07615 -6.88027 -0.91364
H44 -0.72032 -6.45422 1.49094
H45 -1.38618 -4.30875 2.47811
H46 -2.78794 -2.99246 -1.32703
H47 -2.18561 -5.16458 -2.30104
H48 -4.46105 0.44813 2.24566
H49 -6.89241 0.75599 2.18173
H50 -8.34033 -1.03313 1.27938
H51 -7.32997 -3.16248 0.54057
H52 -4.89110 -3.46901 0.62568
H53 0.08883 -2.30461 2.67547
H54 0.93815 -2.44669 4.98914
H55 -0.55226 -1.92084 6.88192
H56 -2.89512 -1.28333 6.45446
H57 -3.76328 -1.23946 4.14937

lowest unoccupied orbital energy (alpha / beta): -0.025 / -1.168 eV
HOMO level (alpha / beta): -5.9 / -5.9 eV
net charge: 0
spin multiplicity: 2
<S²>: 0.76
energy above the lowest of the compared OMol25 structures with the same formula, charge and spin: 84.0 kJ/mol
orbital gap (alpha / beta): 5.914 / 4.741 eV